Density functional theory data (ωB97M-V/def2-TZVPD) for 9 unconnected molecules or ions with the total composition C5H30N2O8 in a non-equilibrium geometry.

Geometry (Å):
N1 2.240 -0.319 0.992
C1 2.321 0.034 -0.434
C2 2.618 -1.144 -1.459
C3 1.098 0.930 -0.748
N2 0.710 0.955 -2.163
C4 1.693 1.695 -2.953
C5 -0.575 1.572 -2.359
H1 1.485 -0.993 1.108
H2 3.051 -0.833 1.323
H3 3.250 0.601 -0.627
H4 2.132 -0.913 -2.406
H5 3.689 -1.224 -1.566
H6 2.251 -2.059 -0.988
H7 0.241 0.613 -0.134
H8 1.420 1.976 -0.551
H9 2.690 1.228 -2.936
H10 1.909 2.703 -2.575
H11 1.352 1.716 -3.981
H12 -1.280 1.059 -1.692
H13 -0.518 2.702 -2.283
H14 -0.886 1.393 -3.398
H15 -4.179 -1.479 1.440
H16 -3.453 -2.893 1.530
O1 -3.763 -2.113 2.026
H17 -1.663 0.820 3.648
H18 -0.175 1.572 3.706
O2 -1.124 1.606 3.535
H19 -2.377 -2.837 -0.662
H20 -1.751 -4.164 0.090
O3 -1.852 -3.200 0.102
H21 1.525 0.496 2.812
H22 1.455 1.758 2.209
O4 1.600 1.425 3.120
H23 -1.314 3.273 2.676
H24 0.103 3.673 3.035
O5 -0.601 3.888 2.427
H25 -2.326 -1.329 -1.843
H26 -2.462 -0.909 -0.348
O6 -2.985 -1.255 -1.091
H27 -0.020 -1.047 -1.681
H28 -0.311 -1.849 -3.012
O7 -0.681 -1.579 -2.155
H29 -0.957 -2.369 2.564
H30 -2.272 -1.632 2.755
O8 -1.307 -1.551 2.947

The net charge is -1. For the HOMO energy (spin up / spin down), the calculation gives 0.4342 / -6.4509 eV. The calculation puts the LUMO energy (spin up / spin down) at 2.9 / 2.8 eV. As for the multiplicity: 2. Its expectation value of S² is 0.751.

Atomic partial charges in e from the Löwdin method, atoms 1 to 2:
1 N 0.02
2 C -0.41

Density functional theory data (ωB97M-V/def2-TZVPD) for a molecular structure, C32H47Cl3N3O3SSiV in a non-equilibrium geometry.

Geometry (Å):
C1 2.695 -2.692 -3.335
C2 2.291 -1.760 -4.445
H1 2.286 -3.680 -3.543
H2 2.339 -2.309 -2.377
H3 3.788 -2.827 -3.283
C3 2.290 -2.195 -5.728
C4 2.601 -3.590 -6.165
H4 2.122 -1.504 -6.556
H5 2.148 -4.358 -5.525
H6 3.685 -3.751 -6.181
H7 2.271 -3.710 -7.203
V1 1.639 -0.067 0.690
Cl1 3.154 -1.588 1.140
Cl2 2.495 1.902 0.397
C5 -0.672 3.570 1.677
O1 -1.410 2.732 2.183
N1 -0.984 4.290 0.572
C6 -2.274 4.151 -0.077
C7 0.013 5.117 -0.085
H8 0.332 3.817 2.080
H9 -2.999 3.710 0.614
H10 -2.202 3.521 -0.974
H11 -2.616 5.144 -0.390
H12 0.877 5.208 0.588
H13 -0.410 6.109 -0.285
H14 0.340 4.660 -1.033
H15 0.384 -4.646 1.029
H16 -1.479 -3.266 -0.650
C8 -0.607 -4.886 1.447
C9 -2.205 -3.494 0.140
N2 -1.509 -3.741 1.391
H17 -0.487 -5.195 2.493
C10 -1.583 -2.885 2.437
O2 -2.186 -1.800 2.421
H18 -2.895 -2.655 0.265
H19 -1.035 -3.264 3.316
H20 -1.032 -5.721 0.878
H21 -2.734 -4.403 -0.165
O3 1.519 -0.141 -2.785
C11 2.151 -0.277 -4.064
C12 0.559 0.195 -5.974
C13 1.629 0.623 -5.184
H22 0.174 -0.813 -5.821
C14 0.063 0.978 -7.010
H23 3.184 0.074 -3.870
C15 2.263 1.845 -5.492
H24 -0.795 0.612 -7.596
C16 0.695 2.182 -7.330
C17 1.802 2.611 -6.576
H25 3.102 2.147 -4.852
H26 0.387 2.743 -8.212
H27 2.301 3.555 -6.815
Si1 -0.197 0.070 -2.196
Cl3 0.272 -1.594 -0.907
C18 -1.317 -0.787 -3.403
C19 0.101 1.976 -2.418
C20 -1.566 0.606 -0.855
H28 -1.464 -0.131 -4.275
H29 -2.290 -0.997 -2.947
H30 -0.851 -1.727 -3.730
H31 -2.173 -0.216 -0.458
H32 -2.254 1.305 -1.353
H33 -1.118 1.113 0.013
H34 0.196 2.211 -3.492
H35 1.029 2.238 -1.897
H36 -0.697 2.609 -2.010
N3 0.366 -0.001 1.759
S1 0.872 0.064 4.255
C21 -0.102 1.413 4.887
C22 -1.481 1.483 4.720
C23 -2.212 2.322 5.552
C24 -1.565 3.127 6.489
C25 -0.174 3.148 6.543
C26 0.572 2.320 5.708
C27 0.250 -1.153 5.390
C28 1.133 -1.667 6.360
C29 0.632 -2.480 7.382
C30 -0.723 -2.820 7.418
C31 -1.580 -2.360 6.415
C32 -1.087 -1.550 5.383
H37 -0.573 -0.375 2.026
H38 -1.971 0.816 4.013
H39 -3.296 2.309 5.468
H40 -2.149 3.760 7.149
H41 0.339 3.786 7.257
H42 1.658 2.269 5.763
H43 2.183 -1.352 6.345
H44 1.293 -2.828 8.181
H45 -1.120 -3.429 8.231
H46 -2.644 -2.582 6.443
H47 -1.761 -1.173 4.610

The net charge is -1. For the HOMO energy (spin up / spin down), the calculation gives -4.4593 / -4.8501 eV. The calculation puts the LUMO energy (spin up / spin down) at 2.5 / 1.2 eV. As for the multiplicity: 4. Its expectation value of S² is 3.761.

Atomic partial charges in e from the Löwdin method, atoms 1 to 2:
1 C -0.05
2 C -0.21

Density functional theory data (ωB97M-V/def2-TZVPD) for 7 unconnected molecules or ions with the total composition C52H43Cl6NO6 in a non-equilibrium geometry.

Geometry (Å):
Cl1 7.513 0.657 0.686
C1 7.632 2.283 1.379
C2 9.043 2.820 1.413
Cl2 8.715 4.332 2.302
H1 7.165 2.302 2.364
H2 6.926 2.871 0.791
H3 9.611 2.998 0.500
H4 9.681 2.187 2.030
Cl3 -6.268 4.097 -3.583
C3 -5.700 3.224 -2.156
C4 -6.601 2.043 -1.713
Cl4 -6.482 1.664 0.037
H5 -5.580 3.902 -1.311
H6 -4.697 2.862 -2.379
H7 -6.441 1.109 -2.251
H8 -7.663 2.268 -1.815
Cl5 -4.392 0.136 -4.718
C5 -4.540 -1.664 -4.397
C6 -4.194 -2.489 -5.607
Cl6 -2.425 -2.554 -5.903
H9 -5.589 -1.754 -4.115
H10 -3.962 -1.966 -3.523
H11 -4.675 -2.083 -6.496
H12 -4.670 -3.451 -5.413
C7 -0.299 0.732 4.351
C8 0.026 -0.687 3.979
C9 1.240 -1.489 4.659
C10 1.712 -2.608 3.773
N1 2.083 -3.355 2.969
H13 -1.078 1.000 3.637
H14 0.637 1.291 4.376
H15 -0.676 0.799 5.371
H16 0.232 -0.644 2.909
H17 -0.888 -1.248 4.173
H18 1.004 -1.839 5.664
H19 2.049 -0.774 4.812
C11 1.107 -3.168 -5.652
C12 0.874 -4.202 -6.577
C13 1.879 -4.878 -7.241
C14 3.262 -4.518 -7.048
C15 3.491 -3.474 -6.085
C16 2.416 -2.839 -5.433
C17 4.936 -3.029 -5.748
O1 5.153 -2.152 -4.855
C18 6.049 -3.826 -6.444
C19 7.401 -3.355 -6.187
C20 8.446 -4.157 -6.613
C21 8.209 -5.184 -7.481
C22 6.900 -5.580 -7.849
C23 5.783 -4.875 -7.371
C24 4.386 -5.238 -7.750
O2 4.133 -6.039 -8.592
H20 0.307 -2.598 -5.203
H21 -0.157 -4.489 -6.723
H22 1.696 -5.757 -7.841
H23 2.683 -2.016 -4.786
H24 7.521 -2.444 -5.621
H25 9.409 -3.944 -6.172
H26 9.174 -5.598 -7.735
H27 6.734 -6.416 -8.513
C25 -7.145 1.573 9.410
C26 -6.237 2.375 10.077
C27 -5.333 3.126 9.362
C28 -5.220 2.957 7.954
C29 -6.094 2.099 7.246
C30 -7.084 1.482 8.005
C31 -6.051 1.815 5.771
O3 -6.854 1.026 5.243
C32 -4.894 2.412 5.000
C33 -4.691 2.059 3.643
C34 -3.690 2.596 2.895
C35 -2.866 3.548 3.484
C36 -3.022 3.942 4.783
C37 -4.046 3.435 5.600
C38 -4.162 3.666 7.120
O4 -3.383 4.425 7.743
H28 -7.763 0.997 10.084
H29 -6.499 2.527 11.114
H30 -4.710 3.796 9.935
H31 -7.685 0.728 7.518
H32 -5.410 1.473 3.091
H33 -3.634 2.549 1.818
H34 -2.162 4.137 2.915
H35 -2.377 4.735 5.133
C39 3.969 0.864 1.998
C40 3.274 1.877 2.546
C41 2.124 2.385 1.932
C42 1.570 1.711 0.845
C43 2.237 0.633 0.242
C44 3.472 0.266 0.876
C45 1.684 -0.111 -0.914
O5 2.440 -0.781 -1.573
C46 0.281 0.122 -1.260
C47 -0.315 -0.569 -2.294
C48 -1.638 -0.516 -2.613
C49 -2.385 0.453 -1.937
C50 -1.798 1.248 -0.928
C51 -0.435 1.176 -0.619
C52 0.185 2.058 0.388
O6 -0.490 2.964 0.915
H36 4.931 0.497 2.326
H37 3.688 2.397 3.398
H38 1.642 3.068 2.616
H39 4.080 -0.572 0.568
H40 0.238 -1.243 -2.932
H41 -2.133 -1.134 -3.347
H42 -3.462 0.512 -1.991
H43 -2.388 2.022 -0.460

For the HOMO energy, the calculation gives -9.5297 eV. The calculation puts the LUMO energy at -1.3 eV. As for the SMILES: O=C1c2ccccc2C(=O)c2ccccc21.O=C1c2ccccc2C(=O)c2ccccc21.O=C1c2ccccc2C(=O)c2ccccc21.CCCC#N.ClCCCl.ClCCCl.ClCCCl.

Atomic partial charges in e from the Löwdin method, atoms 1 to 2:
1 Cl 0.56
2 C -0.75

Density functional theory data (ωB97M-V/def2-TZVPD) for C5H12O in the gas phase.

Geometry (Å):
C1 1.483 -0.201 -2.020
C2 0.530 -0.502 -0.863
C3 -0.222 0.747 -0.377
C4 -1.499 0.487 0.453
O1 -1.352 0.584 1.853
C5 -0.392 -0.311 2.348
H1 0.950 0.296 -2.839
H2 1.927 -1.120 -2.418
H3 2.304 0.460 -1.715
H4 1.098 -0.972 -0.047
H5 -0.200 -1.255 -1.191
H6 0.455 1.399 0.193
H7 -0.514 1.330 -1.261
H8 -2.273 1.220 0.208
H9 -1.902 -0.510 0.197
H10 -0.342 -0.183 3.431
H11 0.602 -0.108 1.924
H12 -0.653 -1.361 2.126

For the HOMO energy, the calculation gives -9.7192 eV. The calculation puts the LUMO energy at 1.1 eV. As for the SMILES: CCCCOC.

Atomic partial charges in e from the Löwdin method, atoms 1 to 2:
1 C -0.12
2 C -0.28

It is found that the total energy values, taken in the order of the records, are -25030.83825; -126529.95774; -143529.68240; -7426.48283 eV.
It is found that the energy above the lowest of the compared OMol25 structures with the same formula, charge and spin values, taken in the order of the records, are 4.0; 267.4; 369.0; 79.9 kJ/mol.